DFT (wB97M-V/def2-TZVPD) results for C8H11BrCoNO2 as an isolated structure.

Cartesian coordinates (Å):
N: 1.26904 3.75594 -0.95346
H: 1.11058 3.97917 -3.11760
C: 0.72305 3.60717 -2.18067
H: 1.94691 -1.52038 1.09102
C: -0.27471 2.16007 -0.74730
H: 1.18009 2.79298 0.91915
Co: -5.30787 -1.89544 0.08717
H: 2.07789 4.31995 -0.73495
H: 0.22848 -0.52174 2.33418
O: -0.40945 -2.57937 2.31409
H: -0.98205 1.49582 -0.27313
H: 0.90438 -0.91255 -0.08327
C: -0.06583 -3.62491 1.52486
H: 1.31284 -3.73906 -0.24047
C: -0.06029 -1.32037 1.65087
H: -0.13674 -2.95033 -0.53357
C: -0.25877 2.59142 -2.07478
C: 0.70685 2.82451 -0.05113
H: -0.95822 -0.99135 1.12783
C: 0.59150 -3.09636 0.26421
O: -0.26545 -4.79448 1.92951
H: -1.06408 2.46172 -2.78263
Br: -3.24396 -0.31778 -0.11011
C: 0.97580 -1.72473 0.64017

Results
- Spin multiplicity: 4
- Charge: +1
- Orbital gap (spin up / spin down): 8.0 / 3.9 eV
- Energy above the lowest of the compared OMol25 structures with the same formula, charge and spin: 1.3129 eV
- Lowest unoccupied orbital energy (spin up / spin down): -3.92 / -7.74 eV

DFT (wB97M-V/def2-TZVPD) results for a 9-piece molecular cluster, C9H27N9O18 overall.

Cartesian coordinates (Å):
N: 4.85940 3.69462 -4.93644
H: -0.57310 -0.09701 -0.04945
H: -1.45315 1.98736 10.75820
C: 1.38924 -0.20935 -10.03165
O: -5.62127 -0.37893 2.97970
H: -6.48627 -2.86037 4.71954
O: 7.81416 4.80231 1.31022
O: 6.25563 -2.72136 3.52514
O: 7.48673 6.81947 0.57379
O: 0.19736 3.01263 -0.20473
N: 0.06650 1.86151 0.20856
H: 2.47470 -0.13633 -10.09913
H: 5.86967 4.94275 2.47027
N: -7.77956 -3.35339 -3.49998
O: 0.94683 1.45911 9.09357
C: -4.01375 -8.24345 -1.32972
O: 0.44345 1.50841 1.34390
C: -9.19835 -2.95494 -3.25091
O: 8.05094 -1.69654 2.90187
O: 4.57549 3.37626 -3.80673
N: 1.09575 0.52997 -8.80226
O: 1.36950 -0.08764 -7.76769
H: 7.05518 0.37259 3.67266
H: -3.72757 -9.26392 -1.07507
H: 0.21907 0.71479 -1.39025
H: 6.72012 -0.52064 5.16977
H: -5.10370 -8.24271 -1.33971
C: -0.56567 2.48031 10.36138
H: 5.45461 -0.29542 3.94561
H: -5.16926 -1.56651 5.00864
O: 0.51655 1.57644 -8.88804
C: 5.88321 5.86064 1.88256
H: -9.31328 -2.01936 -3.79825
O: -0.96474 2.02361 8.15408
H: 0.25601 2.59910 11.06765
H: -1.57092 1.16252 -0.91470
N: -3.50355 -7.51248 -0.19322
H: -0.83247 3.49638 10.07065
N: 7.20974 5.87272 1.29590
O: -6.95855 -2.77773 -2.78216
H: -3.60139 -7.72807 -2.19716
O: -2.39353 -6.92256 -0.31410
O: 5.50783 2.95823 -5.72230
H: 0.89983 0.30573 -10.85825
H: -9.67550 -3.84446 -3.66222
C: -5.68176 -2.24111 4.32281
O: -7.48038 -1.43048 3.24602
N: -0.17584 1.93598 9.08407
O: -7.61321 -4.31271 -4.23767
O: -4.11663 -7.57615 0.90117
H: -9.30788 -2.80802 -2.17643
H: 5.19329 5.87422 1.03881
H: 1.00537 -1.22923 -10.05539
H: 3.23857 4.94038 -5.29493
H: -5.04232 -2.86833 3.70169
C: 4.31571 5.01387 -5.44486
N: 6.97948 -1.77077 3.43139
C: -0.57318 0.81381 -0.64821
N: -6.32216 -1.29759 3.34286
C: 6.51868 -0.47479 4.09952
H: 4.82590 5.81945 -4.91680
H: 4.46416 4.91620 -6.52028
H: 5.66044 6.71119 2.52677

Results
- Charge: 0
- Structure (SMILES): C[N+](=O)[O-].C[N+](=O)[O-].C[N+](=O)[O-].C[N+](=O)[O-].C[N+](=O)[O-].C[N+](=O)[O-].C[N+](=O)[O-].C[N+](=O)[O-].C[N+](=O)[O-]
- Orbital gap: 10.7 eV
- Energy above the lowest of the compared OMol25 structures with the same formula, charge and spin: 3.0501 eV
- Lowest unoccupied orbital energy: -0.16 eV

DFT (wB97M-V/def2-TZVPD) results for one molecule with the formula C5H9FN2.

Cartesian coordinates (Å):
H: -0.09603 -1.08589 1.89008
C: -1.60064 0.45255 -1.43018
C: 1.31079 -0.23569 0.52380
N: 0.65210 -0.40738 -0.78305
N: -1.35771 -1.64842 -0.21490
F: -1.53514 1.68678 -0.70673
C: 1.27187 0.89054 -0.51409
C: -0.78500 -0.58896 -0.72500
H: 2.23603 -0.75754 0.65894
C: 0.55439 -0.15177 1.82083
H: -0.05879 0.88986 1.92343
H: 0.49712 1.71839 -0.32209
H: -1.21454 0.64351 -2.43880
H: 2.15541 1.05479 -1.16443
H: 1.26593 -0.15669 2.78108
H: -0.63851 -2.29886 0.04148
H: -2.65730 -0.00522 -1.34038

Results
- Charge: 0
- Structure (SMILES): [H]/N=C(/CF)N1C[C@H]1C
- Orbital gap: 10.4 eV
- Energy above the lowest of the compared OMol25 structures with the same formula, charge and spin: 2.2949 eV
- Lowest unoccupied orbital energy: 0.97 eV